[1]
# CH4O2P2

2 unconnected molecules or ions with the total composition CH4O2P2 (ωB97M-V with the def2-TZVPD basis set, the Open Molecules 2025 dataset).

## Properties
Relative energy (zero: lowest compared OMol25 entry of this formula, charge and spin)   49.2 kcal/mol
Total charge   0
HOMO-LUMO gap   8.731 eV

Each line ends with the Löwdin charge.
Atoms and positions in Å:
C (-0.34, 1.44, 0.25)  -0.381
O (1.16, -2.59, -2.07)  -0.439
O (0.97, -0.73, -0.38)  -0.801
P (0.37, -2.18, -0.92)  0.774
P (0.65, 0.07, 1.00)  0.751
H (-1.25, 1.49, 0.86)  0.003
H (0.05, 2.46, 0.24)  0.021
H (-0.64, 1.19, -0.85)  0.069
H (-0.97, -1.15, 1.86)  0.003

***

[2]
# CH4O2S

2 unconnected molecules or ions with the total composition CH4O2S (ωB97M-V with the def2-TZVPD basis set, the Open Molecules 2025 dataset).

## Properties
Relative energy (zero: lowest compared OMol25 entry of this formula, charge and spin)   17.7 kcal/mol
Total charge   +1
2S+1   2
HOMO-LUMO gap (alpha / beta)   8.103 / 2.897 eV

Each line ends with the Löwdin charge.
Atoms and positions in Å:
S (-0.53, -3.26, -0.68)  1.079
H (-1.15, -1.99, -0.64)  -0.034
H (0.67, -2.59, -0.87)  -0.050
O (-1.04, 1.95, 0.24)  0.047
C (0.07, 1.87, 0.73)  -0.342
O (1.04, 1.12, 0.15)  0.049
H (0.19, 2.26, 1.72)  0.140
H (0.76, 0.63, -0.65)  0.111

***

[3]
# CH4O2S2

A molecular structure, CH4O2S2 (ωB97M-V with the def2-TZVPD basis set, the Open Molecules 2025 dataset).

## Properties
Relative energy (zero: lowest compared OMol25 entry of this formula, charge and spin)   125.9 kcal/mol
Total charge   0
HOMO-LUMO gap (alpha / beta)   7.100 / 7.040 eV

Each line ends with the Löwdin charge.
Atoms and positions in Å:
C (-0.24, -0.27, -0.23)  -0.276
O (2.65, 1.99, -0.02)  -0.493
O (0.59, 0.82, -0.42)  -0.469
S (2.65, -1.36, -0.98)  0.216
S (1.95, 0.90, 0.56)  0.713
H (-1.32, -0.11, -0.43)  0.089
H (-0.14, -0.57, 0.92)  0.108
H (-0.07, -1.22, -0.82)  0.053
H (1.49, 1.64, 1.79)  0.059